Record 1
This record from OMol25 describes the ion C5H12N with charge +1. The level of theory is ωB97M-V/def2-TZVPD.

As for the strongest force on any atom: 2.267 eV Å⁻¹. As for the SMILES: C=CCCC[NH3+]. The value obtained for the calculated total energy is -6862.2647 eV. As for the HOMO-LUMO gap: 10.7 eV. As for the net charge: +1. The value obtained for the lowest unoccupied orbital energy is -0.12648 Ha. The energy above the lowest of the compared OMol25 structures with the same formula, charge and spin is 124.8 kJ/mol. For the highest occupied orbital energy, the calculation gives -14.171 eV.

Positions of all 18 atoms, in Å:
C -0.300 1.151 -0.688
C -0.465 1.102 0.824
C 0.430 -0.019 1.410
C 1.472 -1.467 -0.331
C 0.596 -1.263 0.638
N -1.207 0.122 -1.302
H 0.690 0.767 -0.917
H -0.497 2.104 -1.152
H -0.138 2.022 1.284
H -1.510 0.868 1.053
H 0.111 -0.171 2.444
H 1.361 0.524 1.595
H 2.189 -0.708 -0.604
H 1.604 -2.437 -0.798
H -0.101 -2.041 0.931
H -1.937 -0.245 -0.687
H -1.660 0.399 -2.172
H -0.638 -0.710 -1.528

Here are the Löwdin charges for atoms 1 to 5, given in e: C -0.14; C -0.16; C -0.20; C 0.01; C -0.20

***

Record 2
This record from OMol25 describes the molecule C5H10N2. The level of theory is ωB97M-V/def2-TZVPD.

As for the strongest force on any atom: 0.661 eV Å⁻¹. As for the SMILES: CC/N=C/[C@H]1CN1. The value obtained for the calculated total energy is -8325.2766 eV. As for the HOMO-LUMO gap: 10.2 eV. As for the net charge: 0. The value obtained for the lowest unoccupied orbital energy is 0.03914 Ha. The energy above the lowest of the compared OMol25 structures with the same formula, charge and spin is 198.4 kJ/mol. For the highest occupied orbital energy, the calculation gives -9.131 eV.

Positions of all 17 atoms, in Å:
C -0.120 1.616 -1.604
C -1.423 0.889 -1.238
N -0.910 -0.211 -0.445
C -0.691 0.054 0.774
C 0.497 -0.561 1.442
C 0.738 -2.017 1.583
N 1.428 -1.261 0.563
H -0.176 2.346 -2.411
H 0.644 0.881 -1.880
H 0.245 2.100 -0.694
H -2.113 1.544 -0.678
H -1.957 0.503 -2.114
H -1.196 0.873 1.312
H 0.984 0.136 2.128
H 1.377 -2.364 2.390
H -0.064 -2.692 1.295
H 0.947 -1.375 -0.331

Here are the Löwdin charges for atoms 1 to 5, given in e: C -0.09; C -0.28; N 0.00; C -0.15; C -0.30

***

Record 3
This record from OMol25 describes a cluster of 2 separate species, C2H2FO3S in total. The level of theory is ωB97M-V/def2-TZVPD.

As for the strongest force on any atom: 4.753 eV Å⁻¹. The value obtained for the calculated total energy is -21801.5772 eV. As for the HOMO-LUMO gap: 4.6 eV. As for the net charge: -1. The value obtained for the lowest unoccupied orbital energy is 0.07347 Ha. The energy above the lowest of the compared OMol25 structures with the same formula, charge and spin is 125.2 kJ/mol. For the highest occupied orbital energy, the calculation gives -2.600 eV.

Positions of all 9 atoms, in Å:
C -0.606 0.497 0.800
C -1.395 1.178 1.676
O 1.177 -2.707 -2.242
O 0.124 -0.495 0.911
O 2.509 -0.773 -2.804
F -0.589 1.030 -0.538
S 2.281 -1.893 -1.902
H -2.197 1.988 1.425
H -1.304 1.174 2.675

Here are the Löwdin charges for atoms 1 to 5, given in e: C -0.68; C -0.08; O -0.43; O -0.09; O -0.46

***

Record 4
This record from OMol25 describes the molecule C2H2FN. The level of theory is ωB97M-V/def2-TZVPD.

As for the strongest force on any atom: 2.799 eV Å⁻¹. The value obtained for the calculated total energy is -6306.3095 eV. As for the multiplicity: 3. As for the HOMO-LUMO gap (spin up / spin down): 8.2 / 8.1 eV. As for the net charge: 0. The expectation value of S² is 2.025. The value obtained for the lowest unoccupied orbital energy (spin up / spin down) is -0.05600 / -0.08502 Ha. The energy above the lowest of the compared OMol25 structures with the same formula, charge and spin is 201.2 kJ/mol. For the highest occupied orbital energy (spin up / spin down), the calculation gives -9.748 / -10.385 eV.

Positions of all 6 atoms, in Å:
C 0.816 -0.643 0.430
C -0.339 0.075 -0.356
N -0.026 1.283 0.148
F -1.576 -0.455 0.030
H 1.398 -0.124 1.186
H -0.273 -0.135 -1.439

Here are the Löwdin charges for atoms 1 to 5, given in e: C 0.25; C -0.63; N 0.25; F -0.03; H 0.01

***

Record 5
This record from OMol25 describes a structure of composition C29H41Cl2N5OP2Pt. The level of theory is ωB97M-V/def2-TZVPD.

As for the strongest force on any atom: 0.694 eV Å⁻¹. The value obtained for the calculated total energy is -87094.2714 eV. As for the HOMO-LUMO gap: 5.9 eV. As for the net charge: +2. The value obtained for the lowest unoccupied orbital energy is -0.21685 Ha. The energy above the lowest of the compared OMol25 structures with the same formula, charge and spin is 219.3 kJ/mol. For the highest occupied orbital energy, the calculation gives -11.790 eV.

Positions of all 81 atoms, in Å:
Pt -0.097 0.814 -0.446
C -1.102 0.630 2.896
P 0.333 0.571 1.774
C 0.802 -1.189 1.876
N 1.603 -1.629 2.808
C 1.861 -2.960 2.832
C 2.741 -3.486 3.805
C 2.975 -4.828 3.837
C 2.353 -5.698 2.905
C 1.504 -5.216 1.955
C 1.238 -3.828 1.903
N 0.380 -3.343 0.971
C 0.182 -2.053 0.933
P -0.983 -1.344 -0.320
C -2.589 -1.845 0.391
C -0.836 -2.406 -1.842
C -1.725 -1.789 -2.925
C -1.315 -3.843 -1.607
C 0.633 -2.401 -2.279
C 1.565 1.689 2.600
C 2.954 1.567 1.973
C 1.044 3.120 2.398
C 1.648 1.376 4.099
H -0.811 0.205 3.856
H -1.918 0.042 2.488
H -1.440 1.654 3.055
H 3.211 -2.805 4.502
H 3.643 -5.242 4.580
H 2.562 -6.758 2.954
H 1.027 -5.863 1.232
H -2.535 -2.891 0.692
H -3.377 -1.731 -0.354
H -2.843 -1.242 1.258
H -2.783 -1.840 -2.658
H -1.596 -2.357 -3.849
H -1.464 -0.758 -3.132
H -2.386 -3.888 -1.408
H -0.781 -4.329 -0.797
H -1.134 -4.406 -2.525
H 1.050 -1.393 -2.327
H 0.709 -2.844 -3.274
H 1.248 -2.991 -1.600
H 2.961 1.844 0.925
H 3.346 0.553 2.051
H 3.624 2.234 2.521
H 0.902 3.346 1.337
H 1.795 3.817 2.774
H 0.119 3.313 2.944
H 1.929 0.343 4.285
H 0.718 1.594 4.625
H 2.418 2.024 4.522
Cl 4.855 0.877 -1.511
C 3.532 1.094 -2.594
C 3.781 1.235 -3.969
C 2.759 1.426 -4.856
Cl 3.102 1.635 -6.538
C 1.422 1.467 -4.399
C 0.296 1.676 -5.219
C -0.957 1.718 -4.665
C -1.100 1.503 -3.291
N -0.072 1.283 -2.494
C 1.198 1.294 -3.014
C 2.251 1.135 -2.075
O 1.984 1.031 -0.795
H 4.803 1.206 -4.321
H 0.435 1.811 -6.283
H -1.833 1.883 -5.275
H -2.081 1.482 -2.833
N -5.299 3.651 0.878
C -3.913 3.988 0.368
C -3.027 2.742 0.284
N -1.698 3.043 -0.210
H -5.897 4.481 0.913
H -5.266 3.258 1.822
H -5.762 2.966 0.276
H -3.501 4.729 1.052
H -4.047 4.450 -0.609
H -3.483 1.999 -0.378
H -2.935 2.278 1.269
H -1.198 3.683 0.396
H -1.711 3.439 -1.144

Here are the Löwdin charges for atoms 1 to 5, given in e: Pt 0.86; C -0.21; P 0.88; C -0.38; N 0.16

***

Record 6
This record from OMol25 describes a cluster of 9 separate species, C24H68N3O12 in total. The level of theory is ωB97M-V/def2-TZVPD.

As for the strongest force on any atom: 10.314 eV Å⁻¹. The value obtained for the calculated total energy is -55005.7721 eV. As for the HOMO-LUMO gap: 7.9 eV. As for the net charge: -1. The value obtained for the lowest unoccupied orbital energy is 0.08742 Ha. The energy above the lowest of the compared OMol25 structures with the same formula, charge and spin is 850.0 kJ/mol. For the highest occupied orbital energy, the calculation gives -5.509 eV.

Positions of all 107 atoms, in Å:
C -0.317 -0.691 0.351
O 0.345 -1.682 1.109
H 0.315 -0.278 -0.548
H -0.322 0.097 0.909
H -1.199 -1.088 0.219
C 1.393 -4.282 -0.429
O 0.563 -3.329 -1.024
H 2.335 -4.373 -1.008
H 0.809 -5.108 -0.506
H 1.743 -4.164 0.593
H 0.245 -2.677 -0.471
C -1.569 -4.024 2.207
O -0.538 -3.487 2.898
H -1.408 -5.070 1.819
H -2.006 -3.442 1.352
H -2.218 -4.423 2.799
H -0.297 -2.853 2.216
C 3.620 -0.046 -0.106
O 3.161 -1.321 0.193
H 4.466 0.344 0.518
H 2.845 0.579 0.002
H 3.832 0.086 -1.221
H 2.215 -1.313 0.394
C 1.038 -0.784 4.187
O 0.918 0.079 3.109
H 0.596 -1.753 3.935
H 0.709 -0.335 5.110
H 2.118 -1.093 4.474
H 0.964 -0.354 2.355
C 2.008 1.872 1.076
O 2.696 0.788 1.625
H 1.608 2.702 1.670
H 1.174 1.384 0.485
H 2.579 2.298 0.251
H 2.036 0.138 1.543
C 2.209 -0.857 -3.045
O 1.695 0.358 -3.336
C 1.829 1.394 -2.420
C 1.713 2.719 -3.101
N 1.802 3.862 -2.264
C 1.401 5.040 -2.856
C 1.120 6.019 -1.848
O 0.694 7.214 -2.609
C -0.142 8.021 -1.701
H 2.085 -1.443 -3.953
H 1.575 -1.276 -2.246
H 3.360 -0.855 -2.935
H 3.007 1.582 -2.027
H 1.111 1.256 -1.546
H 0.698 2.574 -3.741
H 2.269 2.756 -3.951
H 2.688 4.015 -1.961
H 0.571 5.055 -3.639
H 2.205 5.219 -3.484
H 2.060 6.047 -1.288
H 0.532 5.626 -1.261
H -0.353 8.710 -2.351
H 0.425 8.523 -0.946
H -0.790 7.692 -0.935
C -2.358 0.282 -0.446
O -2.773 1.223 -1.430
C -1.628 1.782 -2.082
C -1.595 1.147 -3.472
N -0.464 1.618 -4.211
C -0.262 1.006 -5.543
C 1.016 1.711 -5.929
O 1.269 1.036 -7.218
C 2.400 1.444 -7.938
H -1.733 0.696 0.227
H -1.844 -0.693 -0.879
H -3.261 -0.319 -0.197
H -0.743 1.671 -1.372
H -1.819 2.858 -1.951
H -2.569 1.019 -3.622
H -1.241 0.161 -3.412
H 0.339 1.645 -3.608
H -1.009 1.258 -6.264
H 0.093 0.023 -5.315
H 1.778 1.524 -5.245
H 1.004 2.696 -6.132
H 3.311 1.249 -7.546
H 2.292 2.426 -8.484
H 2.396 0.918 -8.783
C -1.961 -7.262 6.534
O -2.534 -5.979 6.737
C -2.143 -5.088 5.801
C -3.239 -3.938 5.775
N -2.554 -2.819 5.211
C -3.485 -1.752 4.844
C -2.587 -0.635 4.055
O -3.475 0.476 3.554
C -2.741 1.313 2.875
H -2.515 -7.960 5.672
H -2.096 -7.910 7.376
H -0.876 -7.133 6.606
H -2.136 -5.569 4.876
H -1.305 -4.777 6.076
H -3.503 -3.692 6.812
H -4.095 -4.041 5.339
H -2.015 -3.031 4.404
H -3.865 -1.161 5.648
H -4.383 -2.254 4.299
H -2.181 -1.037 3.093
H -1.695 -0.494 4.651
H -3.308 2.039 2.455
H -2.054 0.805 2.147
H -2.077 1.871 3.370

Here are the Löwdin charges for atoms 1 to 5, given in e: C -0.29; O -0.34; H 0.12; H -0.01; H -0.01